C8H13NO3S2 | ωB97M-V/def2-TZVPD

Output
LUMO (spin up / spin down) in eV: 0.3 / 0.3
Kohn-Sham gap (spin up / spin down) in Eh: 0.252 / 0.286
Energy relative to the best compared isomer or geometry (same formula, charge and spin) in kcal per mole: 61.45
HOMO (spin up / spin down) in eV: -6.52 / -7.42
Total energy in hartree: -1389.349216

Each line ends with the Mulliken charge.
Element x y z (Å)
C -0.3964 0.3672 1.1688  0.062
C 0.7099 1.8235 -3.1433  0.430
C 0.2798 -0.6111 -3.0120  -0.602
C 1.3840 0.5107 -2.7456  -0.175
C 1.2545 -0.8315 -0.7259  0.160
C -0.8516 0.4386 3.5752  -1.614
C -2.1285 -1.0652 2.0926  -1.529
C -0.7627 -0.4220 2.3480  1.145
N 1.4986 0.3617 -1.2653  -0.179
O -0.1516 2.2659 -2.2638  -0.463
O -0.4947 1.5186 0.8471  -0.531
O 1.0668 2.3616 -4.1441  -0.559
S 0.5976 -1.9950 -1.8388  -0.163
S 2.4061 -1.5055 0.5162  -0.211
H -0.6492 -0.0618 -2.8947  0.372
H 0.4154 -1.1364 -4.0359  0.363
H 2.3160 0.3588 -3.3501  0.340
H 0.0745 0.8723 3.9479  0.394
H -1.4185 1.3533 3.2975  0.312
H -1.3033 -0.1668 4.2663  0.478
H -2.0663 -2.0969 2.5463  0.337
H -2.2515 -1.2303 1.0358  0.411
H -2.7640 -0.3724 2.3922  0.467
H -0.0452 -1.2177 2.4106  0.063
H 2.0127 1.0552 -0.7586  0.212
H -0.2163 1.6527 -1.5283  0.392
H 1.4839 -2.2276 1.2620  0.090

=====

C8H13NOS | ωB97M-V/def2-TZVPD

Output
LUMO (spin up / spin down) in eV: 0.6 / -2.3
Multiplicity: 3
Kohn-Sham gap (spin up / spin down) in Eh: 0.224 / 0.250
Energy relative to the best compared isomer or geometry (same formula, charge and spin) in kcal per mole: 12.93
HOMO (spin up / spin down) in eV: -5.52 / -9.14
Total energy in hartree: -840.546640

Each line ends with the Mulliken charge.
Element x y z (Å)
C -0.3356 2.1783 1.7666  -0.500
C -0.2059 0.9566 1.6793  -0.390
C -1.5254 0.5804 -0.7253  0.374
C 1.6237 -0.6450 1.3849  -1.602
C -0.7543 -1.4951 1.7050  -1.485
C 1.3117 -0.5428 -2.9557  -0.884
C -0.3128 -0.1598 -0.7457  -0.513
C 0.1273 -0.3848 1.3171  1.318
N -1.5131 1.9518 -0.8502  -0.419
O -2.6305 0.0206 -0.7284  -0.641
S 1.1525 0.5720 -1.5432  0.040
H -0.5860 3.1534 2.1172  0.452
H 1.9711 -1.4524 0.6181  0.263
H 2.3009 0.2053 0.9929  0.303
H 1.7498 -1.0052 2.3169  0.578
H -1.0725 -1.2972 2.7339  0.380
H -0.1190 -2.2883 1.7124  0.426
H -1.7139 -1.5348 1.0840  0.364
H 2.1924 -0.1734 -3.3191  0.426
H 0.3866 -0.5303 -3.6271  0.265
H 1.4182 -1.6340 -2.5919  0.233
H -0.5501 -1.2527 -0.8489  0.503
H -0.5380 2.3719 -0.9700  0.257
H -2.3772 2.4055 -0.5228  0.253

=====

C8H13NOSi | ωB97M-V/def2-TZVPD

Output
LUMO (spin up / spin down) in eV: -0.6 / -0.6
Kohn-Sham gap (spin up / spin down) in Eh: 0.209 / 0.209
Energy relative to the best compared isomer or geometry (same formula, charge and spin) in kcal per mole: 80.88
HOMO (spin up / spin down) in eV: -6.26 / -6.26
Total energy in hartree: -732.007700

Each line ends with the Mulliken charge.
Element x y z (Å)
C 3.2825 -0.0669 -1.0780  -0.799
C 3.0658 0.9389 -0.1325  -0.132
C 2.4327 -1.1629 -0.9511  -0.186
C 2.1766 0.7782 0.9236  -0.575
C 1.4327 -1.3012 -0.0423  -0.668
C 1.2695 -0.2592 0.9483  0.575
C -3.9432 -1.2785 0.0229  -0.580
C -0.9830 1.5810 -0.9179  -0.860
N 0.2829 -0.4409 1.8514  -0.872
O -2.9602 -0.3240 -0.4183  -0.139
Si -2.1394 0.8109 0.3630  0.544
H 3.8395 -0.0269 -2.0177  0.332
H 3.7050 1.8684 -0.1651  0.282
H 2.5832 -1.9773 -1.5297  0.459
H 2.1602 1.3826 1.8168  0.315
H 0.8472 -2.1574 0.0893  0.491
H -3.5676 -2.3716 -0.2908  0.225
H -4.8689 -1.0419 -0.4952  0.268
H -4.2433 -1.3344 1.1197  0.294
H -0.3828 0.7416 -1.1826  0.206
H -1.5646 1.9441 -1.7177  0.403
H -0.2873 2.2115 -0.4380  0.344
H 0.3298 0.2214 2.6181  0.168
H -2.4674 1.2647 1.6238  -0.095

=====

C8H13NPPt | ωB97M-V/def2-TZVPD

Output
Net charge: -1
LUMO (spin up / spin down) in eV: 2.7 / 2.4
Multiplicity: 3
Kohn-Sham gap (spin up / spin down) in Eh: 0.085 / 0.272
Energy relative to the best compared isomer or geometry (same formula, charge and spin) in kcal per mole: 0.00
HOMO (spin up / spin down) in eV: 0.41 / -5.02
Total energy in hartree: -827.914544

Each line ends with the Mulliken charge.
Element x y z (Å)
C -0.7939 1.8592 -0.0599  -0.112
C -0.0277 2.9965 -0.1162  -0.628
C 1.3723 3.0240 -0.0154  -0.006
C 2.2220 1.9351 0.2341  -0.342
C 1.8175 0.6362 0.3376  -0.785
Pt -0.0075 0.1131 -0.0373  -0.456
P -2.0864 -0.7255 -0.4764  -0.091
H -1.8962 1.9772 -0.0852  0.211
H -0.5502 3.9510 -0.2437  0.220
H 1.8452 4.0097 -0.0856  0.282
H 2.5711 -0.1359 0.5787  0.328
H 3.2904 2.1503 0.3578  0.223
H -2.1611 -1.5605 -1.6284  0.094
H -3.1128 0.2188 -0.7284  0.029
H -2.6610 -1.5330 0.5491  0.063
C -0.2595 -5.1755 0.7957  -1.885
C 0.8458 -4.4166 0.0343  -1.871
C 0.6716 -2.9682 0.0320  1.160
N 0.4460 -1.8291 0.0069  -0.159
H -0.2372 -4.9188 1.8603  0.412
H -0.1349 -6.2596 0.7120  0.819
H -1.2484 -4.9236 0.3957  0.478
H 1.8234 -4.6360 0.4807  0.509
H 0.8777 -4.7579 -1.0097  0.507

=====

C8H13NPRu | ωB97M-V/def2-TZVPD

Output
LUMO (spin up / spin down) in eV: 0.6 / -1.0
Multiplicity: 6
Kohn-Sham gap (spin up / spin down) in Eh: 0.153 / 0.259
Energy relative to the best compared isomer or geometry (same formula, charge and spin) in kcal per mole: 0.41
HOMO (spin up / spin down) in eV: -3.57 / -8.01
Total energy in hartree: -803.324158

Each line ends with the Mulliken charge.
Element x y z (Å)
C -0.6713 -1.6919 -2.2630  -0.423
C -0.1319 -2.8980 -1.6151  -0.476
C -0.9003 -3.2508 -0.4866  -0.610
C -1.9463 -2.2941 -0.3498  -0.526
C -1.9089 -1.3108 -1.4435  -0.433
Ru -0.3727 0.1226 -0.9673  0.566
P 0.1702 1.4172 -2.6518  -0.287
H -0.5283 -1.3884 -3.3132  0.560
H 0.7053 -3.4663 -2.0050  0.427
H -0.6641 -4.0362 0.2380  0.404
H -2.7329 -0.7014 -1.8177  0.496
H -2.7839 -2.4011 0.3415  0.398
H -1.0624 2.0885 -3.0998  0.093
H 0.7797 0.7309 -3.8216  0.083
H 1.1329 2.4490 -2.1884  0.095
C 0.8726 2.0862 3.7674  -1.046
C 1.7755 1.9586 2.5040  -0.200
C 1.0614 1.2174 1.4831  -0.062
N 0.5316 0.6798 0.5916  -0.457
H -0.0811 2.5709 3.4936  0.303
H 1.3498 2.6717 4.5703  0.323
H 0.6422 1.0741 4.1438  0.307
H 2.0578 2.9740 2.1328  0.237
H 2.7052 1.3982 2.7567  0.226

=====

C8H13NS | ωB97M-V/def2-TZVPD

Output
LUMO (spin up / spin down) in eV: 0.0 / -0.1
Kohn-Sham gap (spin up / spin down) in Eh: 0.314 / 0.248
Energy relative to the best compared isomer or geometry (same formula, charge and spin) in kcal per mole: 78.52
HOMO (spin up / spin down) in eV: -8.56 / -6.89
Total energy in hartree: -765.402743

Each line ends with the Mulliken charge.
Element x y z (Å)
C 1.3134 -1.3931 0.9191  0.205
C 2.0211 -1.5102 -0.4316  -0.415
C -2.3682 -0.2069 -0.8880  -1.235
C -1.2729 0.8084 -0.5394  1.553
C 0.0850 0.1337 -0.1578  -0.008
C 1.9484 -1.7039 2.2191  -1.050
C -1.5389 1.7924 0.6482  -1.331
C -0.9175 1.7091 -1.7850  -1.847
N 0.3272 -0.5082 0.8979  -0.416
S 1.2162 -0.2540 -1.4910  -0.244
H 3.2058 -1.3621 -0.4872  0.303
H 2.0157 -2.4511 -0.9882  0.333
H -2.3215 -1.1136 -0.2992  0.395
H -2.6291 -0.1678 -1.8545  0.469
H 1.1213 -2.1405 2.7876  0.304
H 2.2424 -0.8225 2.7706  0.296
H 2.8509 -2.4258 2.0874  0.281
H -0.9822 2.6597 0.5806  0.399
H -1.1283 1.2333 1.6018  0.319
H -2.6667 1.9413 0.6401  0.315
H -0.3159 2.5345 -1.5890  0.438
H -1.8560 2.2026 -2.2280  0.361
H -0.3502 1.0448 -2.4135  0.575